Here is a cluster of 11 separate species, C26H75NO22 in total in a non-equilibrium geometry from the OMol25 dataset. Energies are from the ωB97M-V functional and the def2-TZVPD basis.

Structure (XYZ):
```
124
Properties=species:S:1:pos:R:3:forces:R:3
O -1.65714 -5.85629 -19.93821 0.71 -0.29 0.64
O -5.50171 -0.85825 -12.22426 0.32 -1.39 -0.01
O -5.47591 -7.86959 -10.77502 0.35 -1.12 0.61
O -5.36607 -9.81792 -16.31451 -0.35 0.30 0.49
O -2.24215 -7.09806 -17.40846 0.36 -0.45 0.97
O -1.92541 -5.23978 -15.25481 0.05 1.16 -0.02
O -4.18358 -9.73983 -20.82078 0.85 1.07 -0.06
O -6.06163 -4.95746 -19.30695 0.42 0.13 -0.33
O 0.70217 -6.21068 -15.72844 -0.70 0.62 -1.63
O 0.59605 -9.77740 -17.34297 1.92 -0.46 -0.68
O -8.40774 -9.36019 -15.46931 0.70 0.27 0.03
O -5.52840 -1.61881 -15.41057 -0.18 -0.62 0.22
O -0.44731 -2.98646 -15.94954 0.06 -0.27 -0.30
O -1.65009 -10.11344 -22.64644 0.21 -1.49 0.27
O 0.72285 -11.91896 -19.41782 0.71 0.29 -0.23
O -1.73231 -0.52256 -15.37070 0.26 -0.17 -0.67
O -1.07740 -6.28914 -10.28874 0.40 1.25 -1.27
O -1.03836 -8.74096 -15.53502 0.36 -0.53 0.41
O -7.76012 -9.43087 -18.17574 1.53 0.04 -0.13
O -6.06497 -7.45705 -15.36375 1.17 2.13 0.05
O 0.31461 -4.10207 -21.31527 0.59 -0.25 0.16
O -8.56555 -3.26821 -18.68904 0.47 -0.10 0.63
N -3.64431 -5.59363 -11.27813 1.80 -2.15 -3.59
C -0.07490 -9.81258 -18.56066 -0.28 0.07 -1.12
C -4.81199 -5.90511 -12.09000 -1.36 0.46 1.36
C -2.39157 -5.19412 -11.99940 -0.48 1.44 1.04
C -6.53658 -4.57108 -18.02439 -0.36 0.76 0.22
C -4.92036 -2.31479 -14.33516 -0.79 1.41 1.91
C -6.40604 -8.96073 -18.36107 -1.06 0.24 -0.25
C -3.17027 -5.81290 -15.55301 -0.47 -0.77 0.12
C -8.39153 -7.96022 -15.23308 -1.64 0.63 0.93
C -5.85272 -6.60715 -11.21089 -1.56 0.28 0.00
C -4.53147 -1.24128 -13.20912 0.07 0.27 -1.18
C -3.32093 -6.27380 -17.00787 -0.50 -0.04 -0.17
C -1.30284 -2.38174 -16.90404 0.09 0.36 1.10
C -7.26935 -3.19274 -18.08235 0.40 -0.57 -0.88
C 0.92479 -7.33013 -14.95273 0.34 -0.77 2.21
C -2.95887 -8.95112 -20.78337 0.30 -1.11 -1.80
C -7.16200 -7.42540 -14.51779 -0.29 -1.46 -1.13
C -2.15960 -8.91768 -22.15538 -0.98 0.82 0.78
C -1.20709 -0.91640 -16.64954 -0.93 0.60 -0.50
C -5.29318 -9.78768 -17.74684 0.38 -0.68 -0.31
C -0.22544 -6.05422 -19.89976 0.79 1.16 -0.91
C 0.01502 -6.24940 -9.34330 -0.39 0.35 -0.31
C -0.30068 -8.13371 -14.49817 0.01 0.23 0.10
C -6.52499 -8.61488 -10.06875 0.63 -0.07 -0.27
C 0.48145 -4.60740 -19.98307 -1.89 -1.63 -0.65
C 0.64966 -10.52962 -19.73785 -0.64 -0.38 0.95
C -1.17351 -5.07777 -11.10611 -0.35 -1.15 1.40
H -2.32197 -9.33467 -19.98629 0.10 0.15 0.06
H -1.81861 -5.19422 -20.61437 -0.31 -0.11 -0.10
H -4.78372 -1.18157 -15.82994 -0.03 0.34 -0.34
H 0.06224 -6.69310 -19.06479 -0.28 0.55 0.52
H -4.02895 -5.20251 -15.27338 0.23 0.75 -0.38
H -1.02822 -2.58784 -17.93855 0.05 -0.21 -0.07
H -5.26887 -10.84055 -18.02783 -0.37 0.08 -0.66
H -7.90674 -9.75587 -14.75234 0.03 -0.47 0.01
H -0.29008 -8.81590 -18.94593 -0.06 0.51 0.03
H -4.33344 -0.33041 -13.77411 0.70 -0.04 -0.02
H -3.42211 -6.46529 -10.81886 0.17 -0.19 1.85
H -8.46543 -3.73956 -19.51934 -0.03 0.06 -0.18
H -1.87620 -0.45767 -17.37753 0.11 0.43 -0.03
H -6.13369 -9.59008 -9.77898 0.58 0.35 0.11
H -1.27814 -4.23261 -10.42578 0.03 0.24 -0.04
H -4.58317 -6.58883 -12.90747 0.74 -0.11 -0.27
H -1.26892 -5.74136 -15.74373 0.71 -0.17 -0.27
H -0.18775 -0.60323 -16.87530 0.10 0.35 0.49
H 1.68457 -7.96689 -15.40591 -0.29 -0.42 -0.12
H -1.28751 -8.26932 -22.07055 -0.27 0.76 0.49
H -0.13739 -4.00837 -19.31501 0.54 0.23 0.43
H -3.39326 -5.46841 -17.73876 0.08 0.55 0.38
H -4.26431 -6.80902 -17.11592 -0.12 -0.17 0.26
H -1.17779 -0.88653 -14.67670 0.24 -0.16 -0.05
H -1.04643 -10.28361 -18.41114 -0.19 -0.34 -0.25
H -6.11403 -5.94653 -10.38421 0.08 0.14 0.36
H -9.22102 -7.74514 -14.55945 -0.38 0.13 0.16
H -2.33663 -2.66140 -16.70117 -0.20 -0.35 -0.26
H -1.15818 -9.83478 -23.42231 0.11 -0.52 -0.18
H -4.55670 -10.24396 -16.02294 0.02 -0.04 0.23
H 0.95075 -5.84383 -9.72804 0.03 -0.31 -0.73
H 1.62786 -10.13551 -20.01337 0.28 0.26 0.69
H 0.15411 -7.28615 -9.03688 -0.01 0.35 0.35
H -1.38997 -8.03853 -16.08689 -0.41 0.28 -0.71
H -6.87194 -8.09010 -9.17862 0.07 0.17 -0.09
H -5.63286 -2.89728 -13.75108 -0.65 -0.41 -0.70
H -7.36988 -8.90778 -10.69201 -0.10 0.70 -0.45
H 0.07061 -9.41531 -16.62575 -0.75 0.00 -0.05
H -0.59462 -3.86309 -21.50966 -0.01 0.15 0.20
H -2.19488 -5.91576 -12.79228 -0.39 -0.55 -0.08
H 1.59917 -12.15580 -19.73017 -0.05 -0.67 0.19
H -8.67228 -7.48431 -16.17265 0.56 0.17 -0.08
H -3.24506 -6.57871 -14.78097 -0.44 -1.21 -0.57
H -7.30441 -6.42472 -14.10977 -0.10 0.07 -0.22
H 1.54299 -6.13004 -16.18465 -0.25 0.73 -0.50
H -6.36349 -7.95480 -17.94346 0.27 0.27 0.21
H -1.99695 -6.92565 -18.32046 -0.17 0.31 -0.31
H -6.30685 -0.49015 -12.59556 0.10 0.04 -0.48
H -6.61051 -2.58295 -18.70058 0.11 0.16 -0.31
H -6.30380 -8.82408 -19.43762 0.50 -0.40 0.06
H -7.33592 -2.61282 -17.16183 -0.26 -0.66 0.31
H 1.54937 -4.58993 -19.76549 -0.24 -0.10 0.08
H -0.95117 -3.73113 -15.61309 0.12 -0.40 0.25
H -3.97228 -10.61878 -21.14388 0.18 -0.13 -0.09
H -4.17046 -2.99220 -14.74365 0.63 0.23 0.51
H -0.21726 -5.53260 -8.55569 -0.33 -0.44 0.48
H -5.22704 -4.99253 -12.51782 0.00 0.03 -0.09
H -4.31200 -9.37792 -17.98663 -0.06 0.31 -0.49
H -6.78413 -6.75452 -11.75757 -0.05 0.55 -0.50
H 0.04041 -6.65965 -20.76629 0.25 0.23 -0.30
H -6.66194 -5.46175 -19.86095 -0.39 -0.03 0.42
H -5.61887 -4.46357 -17.44616 -0.03 0.19 0.24
H 0.10993 -10.45676 -20.68203 -0.72 0.43 0.17
H 1.38305 -6.89664 -14.06381 0.16 -0.67 0.77
H -5.83991 -8.33067 -15.69199 0.02 -1.00 -0.04
H -0.30974 -4.91081 -11.74963 0.18 -0.18 0.04
H -3.65183 -1.57304 -12.65751 -0.01 0.15 0.09
H -7.11914 -5.36047 -17.54942 -0.27 0.00 -0.05
H -3.21693 -7.90435 -20.62278 -0.21 -0.17 0.28
H -2.82312 -8.55344 -22.93971 -0.34 0.64 0.24
H -1.04216 -7.59984 -13.90381 0.25 0.90 0.16
H 0.04555 -8.88196 -13.78519 0.20 -0.35 -0.37
H -2.56404 -4.24810 -12.51263 -0.07 0.05 -0.07
H -6.97942 -8.12589 -13.70288 -0.09 -0.04 0.71
H -7.84378 -9.43457 -17.21940 -0.67 -0.40 0.47
```
Forces are in eV/Å.

## Properties
- DFT total energy (Eh) = -2745.0656
- energy above the lowest of the compared OMol25 structures with the same formula, charge and spin (kcal/mol) = 0.00
- HOMO-LUMO gap (alpha / beta) (eV) = 9.4 / 3.9
- E_HOMO (alpha / beta) (eV) = -11.56 / -11.56
- total charge = +1
- 2S+1 = 2

---

Here is a cluster of 12 separate species, C26H76N10O12 in total in a non-equilibrium geometry from the OMol25 dataset. Energies are from the ωB97M-V functional and the def2-TZVPD basis.

Structure (XYZ):
```
124
Properties=species:S:1:pos:R:3:forces:R:3
O -3.65337 -2.60456 -0.76161 -2.66 7.32 -4.86
O 2.26463 -3.95656 -3.91761 3.42 3.87 5.23
O 2.07663 -5.92556 0.77239 8.20 1.78 2.24
O 3.63863 -1.88456 0.10739 2.82 5.84 -0.43
O 0.30463 1.37644 -1.13361 3.30 11.18 3.65
O 0.91963 4.18544 -0.66061 6.20 -5.63 1.56
O 2.75663 2.11044 3.32939 -3.59 1.27 -4.90
O 2.87363 0.86044 -2.31961 -2.98 -7.53 4.39
O -3.72337 -0.64256 1.10139 -3.80 2.33 2.96
O -3.09037 4.27044 0.86039 7.24 2.29 4.22
O 1.90763 -0.78256 2.82439 -0.12 9.23 -1.06
O -0.73537 0.36744 2.13439 -3.31 5.10 -0.51
N -1.26137 2.38544 0.99739 1.27 -1.06 -3.34
N 2.02863 2.07044 1.07739 4.52 -2.71 -2.08
N -5.88737 -0.81956 1.96939 -1.94 -0.06 1.79
N 4.98163 -0.30856 -1.01961 1.59 -1.01 -2.64
N -2.21237 1.99644 2.84039 -2.92 -0.20 7.37
N 0.86863 3.15644 2.45639 -6.07 5.02 4.18
N 2.76263 -1.92256 -2.77461 -0.79 1.91 -1.25
N 4.05863 0.25444 0.98939 1.70 0.25 0.76
N -4.57037 0.72344 2.78939 2.46 5.40 1.82
N 3.61163 -3.68056 -1.92061 1.71 -3.11 1.82
C 0.56763 -5.25956 -0.87761 1.64 0.30 -0.83
C -1.41737 1.49744 1.98039 5.76 -5.18 -2.75
C -4.18537 -3.95456 0.96739 -0.28 -2.11 -0.96
C -3.19237 -3.57356 -0.12661 2.09 -7.26 3.27
C 4.23363 -0.67356 0.02639 -2.37 -4.98 2.00
C 0.72663 -7.64256 0.01839 1.64 0.77 -0.69
C -1.61337 0.17044 -1.52361 -0.67 -0.58 0.31
C -4.70137 -0.21656 1.90739 3.33 -3.70 -4.09
C -4.24937 4.08344 0.41339 -8.36 0.90 -2.60
C 2.02663 -2.34656 4.54439 0.08 -0.68 -1.02
C 0.09163 5.13044 -0.72961 -5.45 5.28 -0.95
C -4.18037 2.84444 -0.37261 -1.07 -1.44 -1.13
C 1.42663 -2.90956 2.00739 1.00 -2.37 -0.53
C -1.78437 -3.37456 0.41839 -1.07 0.84 2.01
C -0.08037 0.24444 -1.41661 -1.73 -10.16 -3.63
C 3.30963 1.80644 -3.01461 2.57 7.16 -3.87
C -0.94937 4.81044 -1.72861 -0.19 1.01 -1.57
C 2.13563 2.55344 -3.69661 0.48 -1.88 -0.65
C 2.86763 -3.20556 -2.87961 -3.51 -5.00 -6.37
C 4.42663 1.40244 -3.97561 0.25 0.49 0.62
C 1.87363 2.40044 2.30439 5.75 -1.74 6.13
C -4.65537 5.33144 -0.49361 0.07 -0.65 0.26
C 0.54663 -0.91256 -0.59661 -0.02 0.80 -0.05
C 0.92763 -6.12556 0.31939 -8.49 -1.92 -3.39
C 2.15963 -1.97956 3.04339 2.22 -7.88 0.20
C 0.70263 6.46944 -1.08561 -1.07 1.12 2.36
H 0.16063 -5.81656 1.06139 0.27 -0.45 0.19
H 3.44263 -0.08356 1.75539 0.43 0.50 0.05
H 3.65163 0.49144 -1.82761 -1.19 -0.08 -0.35
H -5.08637 2.71444 -0.94561 -0.43 -0.08 -0.20
H 2.34063 -1.39456 -3.46861 -1.19 0.76 -1.29
H -3.64137 1.35344 2.68639 -2.46 -2.24 0.22
H 1.46163 2.82944 -2.93861 -0.74 1.21 1.02
H 3.05063 -1.42356 -1.99361 0.39 0.39 1.44
H 2.67163 -5.70256 0.03039 -0.09 -0.16 0.68
H -1.73237 5.54744 -1.73361 -0.28 0.44 -0.12
H -5.22837 -3.90656 0.60939 0.36 -0.80 -0.49
H -2.08237 1.47644 3.73339 -0.48 0.76 -0.58
H -4.44237 6.34844 -0.10761 -0.51 -0.64 0.54
H -2.19537 0.34144 -0.56061 1.06 -0.18 -0.92
H 5.21563 -1.07456 -1.74961 -0.34 1.94 1.80
H -0.00637 3.12644 1.84839 1.87 -0.02 0.60
H -0.58937 4.66144 -2.74861 0.36 0.36 -0.02
H 0.93663 -4.25056 -0.66161 -0.92 0.31 0.32
H -6.13037 -1.50656 1.29739 -0.12 -0.67 -0.23
H -3.37137 2.81044 -1.13161 -0.16 0.03 0.81
H -0.16737 -7.96456 -0.40361 -2.01 0.01 -0.79
H 4.78363 2.20744 -4.61961 0.12 0.07 0.34
H 1.32063 4.30444 0.22439 0.58 -0.86 -0.70
H 3.22063 -1.92956 2.75439 0.47 -1.88 0.39
H -4.27037 -3.28056 1.74439 0.76 1.78 1.88
H -4.18237 2.02044 0.34439 0.59 -0.34 -0.44
H 1.10663 1.65644 -1.61961 -0.60 -0.35 0.59
H -1.37837 -4.19456 1.05239 -0.41 0.52 -0.53
H -3.92937 5.26544 -1.27961 0.31 -0.14 -0.85
H 4.19563 0.57644 -4.60261 -0.64 -0.81 -0.58
H -5.64937 5.26244 -0.95461 0.20 0.09 0.38
H -6.38337 -0.76256 2.90539 0.72 -0.32 -2.16
H -3.80937 -1.84456 -0.17161 0.14 0.19 0.02
H -4.99937 3.92944 1.27739 0.46 0.24 -1.15
H 1.44163 6.64944 -0.33261 1.05 0.26 0.28
H 0.78163 -8.10756 0.95639 0.43 -1.05 1.32
H 2.48263 3.39544 -4.29461 -0.30 -0.11 0.00
H 1.48763 1.81044 -4.26361 1.18 0.76 0.03
H -3.14937 4.95044 1.53539 0.70 0.42 0.08
H -0.01837 7.28544 -0.87361 0.14 -0.37 -0.57
H 3.58563 -3.19356 -1.02261 0.48 -0.07 -0.17
H 5.45663 0.61144 -1.03661 -0.21 -1.22 0.02
H 3.79563 2.41644 -2.20661 0.11 1.47 -1.23
H -0.47537 -5.33156 -1.18361 0.18 0.22 0.03
H -3.10637 -4.41156 -0.87261 -0.24 0.03 0.70
H -2.01537 3.00944 0.76839 -0.08 0.12 0.31
H 0.68363 3.53744 3.44139 0.66 -1.07 -2.06
H 1.58163 -2.62456 0.91039 0.03 -0.08 1.87
H -1.86637 0.96544 -2.22461 -0.42 0.01 -0.15
H 0.53263 -1.81856 -1.20161 0.67 0.06 -0.28
H -5.35837 1.34544 3.04339 0.40 -1.22 -0.35
H 1.57863 -0.58756 -0.23161 -1.52 -0.82 -0.35
H 3.93463 -4.64656 -1.97161 -0.58 0.54 0.04
H -0.14837 -1.18556 0.16939 0.13 0.24 1.21
H 0.98963 -2.50956 4.76039 -0.77 0.01 0.29
H -2.00537 -0.80856 -1.90361 0.56 0.81 0.21
H 0.42863 0.12644 -2.38061 -1.12 -1.36 -1.07
H -3.90137 -4.92556 1.38239 -0.51 -0.06 0.09
H 1.02563 -0.61556 2.66539 -3.30 1.05 -0.52
H -0.45337 5.12544 0.23539 -0.18 1.10 0.06
H -0.81537 1.99844 0.15839 0.16 0.29 0.23
H -2.56837 2.94044 2.94939 0.74 -0.15 -0.63
H 1.37863 2.03744 0.35039 -1.46 0.09 -0.80
H 0.35563 -3.18956 2.08739 0.30 1.03 0.62
H 2.39263 -1.52756 5.13839 0.21 0.36 0.19
H 1.12263 6.56344 -2.05261 0.29 -0.20 -1.03
H 1.24663 -5.44156 -1.73761 -0.53 -0.68 0.03
H -1.87437 -2.42856 1.01239 0.46 -0.72 -0.07
H 2.86163 1.46544 0.98939 -1.39 0.64 -0.66
H -1.36937 3.90944 -1.48661 -1.30 -2.47 0.72
H 2.54863 -3.26056 4.81639 0.16 -0.09 -0.08
H -1.16137 -3.16856 -0.39761 1.12 0.13 -1.05
H 1.87863 -3.94656 2.11239 -0.20 1.11 -0.25
H 4.80763 1.01444 1.17739 -1.92 -1.98 -0.21
H 5.19263 1.04944 -3.28861 0.72 0.07 -0.41
H 1.49863 -8.06656 -0.67761 -0.23 0.64 0.74
```
Forces are in eV/Å.

## Properties
- DFT total energy (Eh) = -2486.3752
- energy above the lowest of the compared OMol25 structures with the same formula, charge and spin (kcal/mol) = 312.58
- HOMO-LUMO gap (eV) = 7.8
- E_HOMO (eV) = -8.46
- SMILES = NC(N)=O.NC(N)=O.NC(N)=O.NC(N)=O.NC(N)=O.CC(C)O.CC(C)O.CC(C)O.CC(C)O.CC(C)O.CC(C)O.CC(C)O